DFT (wB97M-V/def2-TZVPD) results for 8 unconnected molecules or ions with the total composition C58H54FN2O16.

Last column: Mulliken charge in e.
Element x y z (Å)
C -5.0549 -4.8450 -1.5784  -0.76
C -5.8026 -5.4328 -0.3197  -0.40
C -4.8586 -5.9862 0.8122  -0.37
O -3.7306 -6.7707 0.3386  -0.46
C -2.5903 -6.0380 0.1948  -0.18
C -1.9665 -5.1847 1.1926  -0.56
C -0.6955 -4.4546 0.9385  0.96
C -0.0611 -3.5168 2.0051  -0.58
C 1.2034 -4.1046 2.7276  -0.18
F 2.4265 -3.8315 2.0578  -0.39
C -0.0858 -4.6434 -0.4038  0.16
C 1.2390 -3.9382 -0.8774  -1.03
C 0.8401 -2.9762 -2.1035  -0.54
C -0.6048 -2.3597 -1.9596  0.17
C -0.8138 -1.0484 -2.8327  -0.88
N -0.2010 0.0829 -2.0993  0.03
C -1.0286 0.5574 -1.0277  0.28
C -0.4453 1.7262 -0.1453  -0.72
O -2.1493 0.1455 -0.7630  -0.63
C -0.7621 -5.5414 -1.3539  -0.49
N -1.9465 -6.1686 -1.0338  0.20
H -4.5935 -5.6822 -2.1743  0.19
H -5.6891 -4.1788 -2.2138  0.40
H -4.1972 -4.2040 -1.2062  0.07
H -6.3709 -4.5679 0.1417  0.28
H -6.6065 -6.1668 -0.6218  0.30
H -5.4843 -6.6896 1.4366  0.31
H -4.5913 -5.1348 1.4878  0.21
H -2.4731 -5.0768 2.1858  0.51
H 0.1449 -2.5382 1.4774  0.13
H -0.8252 -3.2565 2.7942  0.58
H 1.0897 -5.2140 2.8080  0.11
H 1.2794 -3.6121 3.7370  0.31
H 1.9526 -4.7468 -1.1710  0.43
H 1.6121 -3.2702 -0.0646  0.19
H 1.5670 -2.1107 -2.1184  0.28
H 0.8666 -3.5770 -3.0494  0.30
H -1.3440 -3.1093 -2.3767  0.12
H -0.8787 -2.1161 -0.8946  0.09
H -1.9154 -0.8871 -3.0314  0.39
H -0.3150 -1.2004 -3.8306  0.40
H -0.1192 0.8817 -2.7531  0.27
H -1.2899 2.4047 0.1372  0.18
H 0.0265 1.2473 0.7566  0.16
H 0.3019 2.2947 -0.7663  0.33
H -0.3057 -5.6945 -2.3569  0.41
H -2.3475 -6.7896 -1.7467  0.39
C -5.9362 0.1193 0.0314  -0.47
C -5.0385 0.9785 0.5098  -0.22
C -5.4473 2.1273 1.3496  0.25
O -4.6283 2.9131 1.7849  -0.53
C -6.8915 2.2831 1.6381  -0.36
C -7.7890 1.4229 1.1592  -0.47
C -7.3795 0.2736 0.3191  0.31
O -8.1967 -0.5129 -0.1164  -0.56
H -5.6549 -0.7257 -0.5847  0.56
H -3.9790 0.8783 0.3089  0.70
H -7.1723 3.1281 2.2541  0.44
H -8.8486 1.5216 1.3593  0.41
C 2.7672 -0.4773 3.8282  -0.17
C 3.6509 0.4192 4.2628  -0.44
C 3.2261 1.5850 5.0714  0.34
O 4.0290 2.4043 5.4651  -0.60
C 1.7840 1.7142 5.3794  -0.42
C 0.9016 0.8178 4.9445  -0.47
C 1.3259 -0.3462 4.1364  0.34
O 0.5171 -1.1655 3.7387  -0.49
H 3.0583 -1.3356 3.2343  0.46
H 4.7091 0.3402 4.0473  0.47
H 1.4921 2.5722 5.9719  0.45
H -0.1568 0.8973 5.1588  0.46
C 5.3678 6.1968 4.5138  -0.40
C 5.5047 4.9584 4.0416  -0.32
C 5.8765 4.7117 2.6301  0.42
O 5.9994 3.5827 2.1978  -0.58
C 6.0922 5.8934 1.7636  -0.35
C 5.9554 7.1315 2.2356  -0.39
C 5.5832 7.3785 3.6482  0.40
O 5.4600 8.5068 4.0787  -0.56
H 5.0955 6.3960 5.5426  0.45
H 5.3516 4.0833 4.6606  0.47
H 6.3643 5.6939 0.7346  0.42
H 6.1085 8.0066 1.6164  0.42
C 2.3093 2.2874 -6.1719  -0.32
C 3.1161 1.8750 -7.1474  -0.38
C 3.6935 0.5121 -7.1422  0.27
O 4.4303 0.1345 -8.0287  -0.54
C 3.3378 -0.3760 -6.0100  -0.50
C 2.5311 0.0372 -5.0350  -0.17
C 1.9548 1.4008 -5.0429  0.24
O 1.2148 1.7769 -4.1510  -0.55
H 1.8820 3.2741 -6.1590  0.53
H 3.3849 2.5112 -7.9812  0.45
H 3.7685 -1.3695 -6.0223  0.43
H 2.2609 -0.5976 -4.1993  0.52
C -0.8723 5.1273 2.0377  -0.33
C -1.4568 6.3187 2.1496  -0.45
C -0.6575 7.5649 2.1970  0.32
O -1.1886 8.6502 2.3009  -0.53
C 0.8160 7.4347 2.1136  -0.35
C 1.3998 6.2428 2.0017  -0.35
C 0.6005 4.9978 1.9543  0.36
O 1.1332 3.9095 1.8502  -0.51
H -1.4412 4.2061 2.0025  0.50
H -2.5320 6.4315 2.2110  0.46
H 1.3843 8.3557 2.1492  0.44
H 2.4753 6.1291 1.9403  0.48
C 0.2351 -9.8898 4.5512  -0.32
C -0.3765 -8.7096 4.6354  -0.51
C 0.3919 -7.4449 4.6318  0.53
O -0.1671 -6.3659 4.7105  -0.56
C 1.8657 -7.5406 4.5298  -0.23
C 2.4784 -8.7202 4.4456  -0.38
C 1.7098 -9.9867 4.4490  0.30
O 2.2658 -11.0605 4.3702  -0.52
H -0.3105 -10.8250 4.5531  0.42
H -1.4531 -8.6205 4.7101  0.44
H 2.4113 -6.6050 4.5283  0.46
H 3.5550 -8.8086 4.3712  0.42
C -0.6488 5.5717 -7.4973  -0.34
C -1.2334 6.7642 -7.3981  -0.34
C -0.4338 8.0103 -7.3569  0.32
O -0.9646 9.0963 -7.2646  -0.53
C 1.0396 7.8782 -7.4319  -0.39
C 1.6229 6.6850 -7.5310  -0.31
C 0.8229 5.4412 -7.5720  0.44
O 1.3561 4.3494 -7.6646  -0.57
H -1.2169 4.6504 -7.5281  0.43
H -2.3087 6.8782 -7.3431  0.40
H 1.6085 8.7989 -7.4013  0.41
H 2.6982 6.5700 -7.5862  0.42

Output
total charge = +1
HOMO-LUMO gap = 7.747 eV
E_HOMO = -11.42 eV